# 1
Entry from OMol25: a structure of composition CHIOS2 at a distorted geometry (ωB97M-V with the def2-TZVPD basis set).

Each line ends with the natural charge from an NBO analysis.
Element x y z (Å)
I (-3.01435, 0.28913, -0.41385)  -0.227
S (0.21162, 2.10389, -0.62764)  1.220
S (-0.02016, 1.77584, 1.45391)  0.175
O (1.56831, 2.18116, -1.08143)  -0.865
C (-0.42075, 0.59921, 0.31852)  -0.545
H (-0.25618, -0.42500, 0.46071)  0.242

Cartesian forces, eV/Å:
1.90 0.33 0.57
-1.46 -0.70 0.38
-0.20 0.43 0.66
0.84 -0.44 -0.15
-1.61 1.63 -1.06
0.52 -1.25 -0.40

Calculated values
**Charge**: 0
**E_tot**: -32869.1258 eV
**2S+1**: 1
**Energy above the lowest of the compared OMol25 structures with the same formula, charge and spin**: 243.41 kJ/mol
**HOMO (spin up / spin down)**: -9.32 / -9.33 eV
**Orbital gap (spin up / spin down)**: 7.55 / 7.56 eV
**LUMO energy (spin up / spin down)**: -0.0651 / -0.0650 Ha

# 2
Entry from OMol25: a cluster of 6 separate species, C33H65B3N6O5 in total at a distorted geometry (ωB97M-V with the def2-TZVPD basis set).

Each line ends with the Mulliken charge.
Element x y z (Å)
O (-1.00402, 0.77892, 2.37774)  -0.190
O (0.99702, 0.98509, 0.96587)  -0.358
O (-7.07460, -2.04439, -0.58287)  -0.485
O (2.42453, -4.88887, 1.67640)  -0.418
O (-1.25865, 1.33110, -0.06989)  -0.232
N (-4.56539, -2.45895, -4.12077)  -0.440
N (6.09567, -0.87790, 2.90514)  -0.461
N (4.17250, 1.68220, -3.34288)  -0.665
N (0.96637, -3.24049, 6.30788)  -0.433
N (-0.76177, 7.66672, -6.66937)  -0.506
N (1.69988, 3.60304, -5.96489)  -0.512
C (-4.98550, -0.75250, -0.55832)  -0.203
C (-1.88681, 6.44716, -4.58013)  -0.238
C (0.06689, -2.86968, 6.94141)  0.279
C (-1.24827, 7.12846, -5.74699)  0.234
C (3.13093, -0.05724, -1.90563)  -0.824
C (-4.24915, 0.51451, 0.08089)  -0.566
C (-5.28865, -5.11107, -1.58693)  -0.717
C (0.47008, -0.09419, -1.45448)  -0.898
C (2.05960, -3.50152, 1.59337)  0.026
C (6.83674, -2.63039, 5.82722)  -0.465
C (6.11388, -1.31598, 5.52394)  -0.347
C (-3.27472, 0.14559, 1.28539)  -0.694
C (-5.24675, -5.03302, -4.12821)  -0.432
C (2.66024, 5.54679, -4.42964)  -0.296
C (2.85294, -2.69562, 2.70227)  -0.255
C (-6.06165, -5.36091, -2.87562)  -0.437
C (-6.22675, -1.25543, 0.30300)  -0.503
C (-4.86226, -3.58415, -4.12398)  0.284
C (2.12109, 4.45169, -5.29289)  0.186
C (-2.40243, -1.78079, 5.65051)  -0.900
C (-2.78711, 8.65379, -3.68227)  -1.150
C (3.23755, 6.97171, -6.45828)  -1.298
C (0.96358, -0.83505, 2.97776)  -0.370
C (6.16972, -3.83747, 5.17579)  -1.051
C (-3.11907, 7.23268, -4.12489)  -0.464
C (-1.09585, -2.39265, 7.74950)  -0.463
C (-2.39243, -2.57094, 6.95551)  -0.526
C (3.45956, -5.23941, 0.74660)  -0.492
C (1.87478, -0.81313, -1.31403)  0.797
C (2.49303, 6.89762, -5.13022)  0.040
C (2.84329, 1.18070, -2.83406)  -0.321
C (2.51980, -1.12314, 2.72319)  -0.243
C (6.10362, -1.06668, 4.05078)  0.232
B (-1.78687, 0.77149, 1.15575)  0.072
B (0.34298, 0.34473, 2.08023)  0.292
B (0.08869, 0.78370, -0.13274)  0.638
H (3.70733, -0.80850, -2.54020)  0.339
H (-4.34154, -5.64351, -4.16771)  0.280
H (-7.81083, -1.47733, -0.86587)  0.290
H (4.45232, -5.25222, 1.29344)  0.189
H (-2.26447, -0.71228, 5.83750)  0.305
H (-2.17289, 5.43508, -4.87377)  0.313
H (-4.37057, -5.70513, -1.55474)  0.363
H (-3.68898, 9.16518, -3.33972)  0.330
H (7.87381, -2.56962, 5.48480)  0.298
H (2.25040, 0.90244, -3.76482)  0.253
H (-5.07441, 1.18444, 0.49010)  0.328
H (-5.38722, -0.45379, -1.56914)  0.269
H (3.29473, -6.30131, 0.36991)  0.239
H (3.50419, -4.58092, -0.16668)  0.215
H (-5.89677, -5.38117, -0.72137)  0.313
H (4.06554, 2.62239, -3.72678)  0.211
H (-2.37140, 9.24381, -4.50217)  0.360
H (2.28280, -3.01604, 0.59905)  0.050
H (2.63710, -3.14029, 3.72223)  0.085
H (-2.54529, -3.63030, 6.73043)  0.307
H (2.12156, 5.54635, -3.47939)  0.324
H (-5.02187, -4.05726, -1.48030)  -0.069
H (-1.14069, -2.96474, 8.67855)  0.306
H (-0.94418, -1.34153, 8.00604)  0.277
H (3.11432, 7.95905, -6.90735)  0.352
H (-6.85629, -0.41749, 0.72380)  0.344
H (6.86414, -2.77968, 6.90989)  0.322
H (3.08303, -0.71004, 3.61864)  0.173
H (-0.31511, -0.92679, -1.45474)  0.202
H (-6.97652, -4.76179, -2.86457)  0.265
H (4.30758, 6.79252, -6.31867)  0.347
H (5.08344, -1.35231, 5.88626)  0.278
H (3.95909, -2.82558, 2.51240)  0.145
H (-3.35471, -1.91440, 5.13309)  0.358
H (2.86070, 7.68856, -4.47072)  0.377
H (0.93538, -3.45514, 1.73616)  0.145
H (2.30209, 2.04111, -2.34962)  0.271
H (0.86119, -0.51165, 4.06685)  0.266
H (-3.73376, 1.05829, -0.75967)  0.227
H (-4.25455, -1.60891, -0.62507)  0.133
H (-1.15842, 6.37191, -3.76891)  0.234
H (4.43700, 1.00649, -4.06486)  0.244
H (5.13192, -3.93766, 5.50549)  0.261
H (1.78756, -1.83864, -1.78700)  0.549
H (2.08718, -1.00698, -0.21285)  -0.997
H (3.84888, 0.27822, -1.09751)  0.240
H (2.94154, -0.57622, 1.82668)  0.236
H (-3.85060, 7.27547, -4.93671)  0.302
H (-5.83380, -5.23977, -5.02548)  0.279
H (6.61841, -0.48459, 6.02071)  0.336
H (2.85660, 6.24014, -7.17426)  0.354
H (-1.61473, -2.11518, 4.97135)  0.164
H (-2.06560, 8.65006, -2.86043)  0.296
H (-3.23489, -2.24896, 7.57337)  0.329
H (-6.36570, -6.41064, -2.90978)  0.312
H (0.30085, 0.46887, -2.41414)  0.436
H (-3.72038, 0.61717, 2.22319)  0.274
H (6.17842, -3.76247, 4.08594)  0.291
H (0.31864, -1.76939, 2.89803)  -0.022
H (6.70043, -4.75396, 5.44194)  0.362
H (1.43042, 7.09080, -5.30422)  -0.256
H (-3.22930, -0.98183, 1.44258)  0.328
H (-3.59170, 6.70226, -3.29412)  0.315
H (-5.91249, -1.95067, 1.13959)  0.161
H (3.71482, 5.34989, -4.22083)  0.367

Cartesian forces, eV/Å:
0.81 -1.18 -2.70
-2.35 -2.01 -0.12
-0.13 0.46 0.54
0.16 0.65 -1.52
1.22 -2.43 2.34
-0.51 -1.84 0.05
0.04 -0.31 1.57
-0.83 -0.46 0.59
-1.23 0.52 0.82
-1.24 -1.31 2.37
0.57 1.20 0.94
-0.23 0.65 1.03
0.04 0.40 -0.60
0.74 -0.15 -0.20
0.97 0.75 -1.70
0.18 0.03 -0.42
-0.79 -0.64 -0.03
0.02 0.01 0.11
-0.10 -0.41 1.08
0.02 0.80 0.92
0.04 -0.35 -0.03
0.21 -0.04 -0.68
-0.38 0.83 -0.28
-0.03 0.79 0.17
-0.37 -0.30 -0.52
-0.27 0.54 -0.18
-0.07 -0.03 0.33
0.24 -0.15 -0.65
0.38 0.87 -0.25
-0.22 -0.74 -0.24
-0.05 0.00 -0.03
-0.05 0.05 0.02
0.00 0.06 -0.05
0.74 0.45 0.33
-0.01 -0.07 0.03
-0.16 0.29 0.13
0.34 -0.39 -0.51
-0.22 0.06 -0.28
0.65 -1.04 0.08
0.06 -0.29 0.09
0.01 0.22 -0.21
0.32 0.00 -0.89
0.11 -0.76 0.81
-0.15 0.36 -0.68
-0.38 0.95 0.66
-0.38 0.90 0.59
0.14 1.21 -1.12
-0.57 0.98 0.75
0.01 0.14 -0.02
0.48 -0.34 0.10
-0.89 0.23 -0.79
0.00 -0.05 -0.06
0.16 0.05 -0.07
-0.04 0.03 -0.01
0.07 -0.03 0.02
-0.06 0.11 0.06
0.17 0.05 1.36
1.07 -0.59 -0.63
0.53 -0.58 0.97
0.00 1.27 0.58
-0.08 -0.42 1.03
0.05 0.02 -0.04
0.06 -0.61 -0.22
0.03 -0.07 0.03
-0.14 -0.83 0.76
0.09 0.48 -1.14
0.05 0.04 0.13
0.03 -0.16 -0.05
-0.03 -0.04 -0.04
0.15 0.03 -0.06
0.09 -0.07 -0.06
0.02 -0.06 0.04
0.94 -0.66 -0.30
0.00 0.14 -0.04
-0.58 -0.37 -1.13
0.76 1.07 -0.06
0.06 -0.04 -0.07
-0.05 0.00 -0.03
0.01 0.02 -0.13
-1.12 0.14 0.12
0.05 0.05 0.04
-0.04 -0.12 0.08
1.29 -0.02 0.00
0.54 -1.00 -0.14
-0.11 -0.42 -1.27
-0.33 -0.50 1.03
-0.76 0.87 -0.34
0.04 0.03 -0.10
0.18 0.78 0.08
0.05 -0.01 -0.06
0.18 1.16 0.39
-0.41 0.27 -1.36
-0.91 -0.32 -0.83
-0.65 -0.77 0.85
0.08 -0.12 0.03
0.12 0.12 -0.02
-0.08 0.04 -0.14
0.02 0.00 0.07
0.01 0.05 0.07
-0.04 0.03 -0.05
0.11 -0.05 0.08
0.02 0.05 -0.15
0.28 -0.55 0.93
0.67 -0.88 -0.89
-0.04 0.06 0.05
0.75 1.13 -0.03
-0.06 0.04 0.01
0.13 -0.03 0.06
0.03 1.35 -0.10
0.07 -0.09 -0.10
-0.30 0.91 -0.86
-0.07 -0.09 -0.04

Calculated values
**Charge**: 0
**Structure (SMILES)**: COCCCCB1OB(CCCCN)OB(CCCCO)O1.CCCC#N.CCCC#N.CCCC#N.CCCC#N.CCCC#N
**E_tot**: -56486.0075 eV
**2S+1**: 1
**HOMO**: -8.92 eV
**Orbital gap**: 9.24 eV
**LUMO energy**: 0.0118 Ha